(1)
Density functional theory data (ωB97M-V/def2-TZVPD) for a single C3H8N2S3 molecule.

Geometry as XYZ:
```
16
Properties=species:S:1:pos:R:3:mulliken_charge:R:1
C -2.02 -0.14 0.85 -0.20
C 0.37 -0.76 -0.58 -0.30
C 2.48 0.64 0.29 -0.65
N -1.53 -1.45 0.70 -0.48
N -0.76 -1.50 -0.46 -0.14
S -1.12 1.31 0.29 -0.32
S -3.63 -0.09 -0.04 -0.23
S 1.48 -0.75 0.80 0.03
H -2.09 0.04 1.99 0.35
H 0.82 -0.54 -1.50 0.37
H 3.37 0.58 0.87 0.34
H 1.95 1.61 0.32 0.23
H 2.53 0.31 -0.81 0.20
H -0.90 -1.71 1.52 0.34
H -1.38 -1.40 -1.29 0.35
H -3.88 1.14 0.08 0.12
```

Computed properties:
Strongest force on any atom in eV/Å: 4.68
Frontier orbital gap in eV: 6.99
Energy above the lowest of the compared OMol25 structures with the same formula, charge and spin in eV: 2.620

=====

(2)
Density functional theory data (ωB97M-V/def2-TZVPD) for a molecular structure, C22H18ClCsN4S3.

Geometry as XYZ:
```
49
Properties=species:S:1:pos:R:3:mulliken_charge:R:1
Cs -0.05 0.76 1.34 1.05
S -1.87 6.02 -4.42 -0.21
C -0.55 7.11 -4.34 -0.37
C 0.36 6.72 -3.42 -0.68
C -0.01 5.51 -2.76 -0.40
C -1.20 5.00 -3.21 0.33
C -1.89 3.77 -2.75 0.79
C -1.28 2.95 -1.78 -0.99
N -1.80 1.85 -1.31 -0.14
C -3.01 1.47 -1.77 -0.53
C -3.72 2.20 -2.72 1.07
C -5.03 1.74 -3.14 -0.95
C -5.57 0.62 -2.62 -0.92
C -4.86 -0.16 -1.64 1.12
C -5.37 -1.34 -1.06 -0.60
C -4.63 -2.04 -0.14 0.99
C -3.35 -1.53 0.18 -1.20
N -2.87 -0.43 -0.34 -0.29
C -3.60 0.25 -1.23 -0.28
C -5.15 -3.28 0.48 0.33
C -6.36 -3.88 0.28 -0.39
C -6.53 -5.07 1.05 -0.52
C -5.44 -5.34 1.82 -0.42
S -4.22 -4.17 1.62 -0.16
C -3.12 3.37 -3.21 -0.69
H -0.54 7.98 -4.97 0.44
H 1.27 7.27 -3.20 0.40
H 0.57 5.05 -1.98 0.53
H -0.30 3.22 -1.38 0.37
H -5.57 2.33 -3.87 0.40
H -6.56 0.29 -2.94 0.40
H -6.36 -1.68 -1.36 0.35
H -2.71 -2.06 0.88 0.46
H -7.11 -3.50 -0.40 0.33
H -7.42 -5.68 1.02 0.37
H -5.29 -6.17 2.50 0.44
H -3.66 3.96 -3.95 0.44
Cl 1.07 -1.86 1.54 -0.99
C 1.56 1.25 -4.56 -1.18
N 1.65 2.13 -3.41 -0.10
C 2.07 1.75 -2.19 0.56
N 2.52 0.49 -2.08 -0.35
S 1.99 2.78 -0.84 -0.45
H 0.97 1.75 -5.33 0.34
H 1.04 0.33 -4.30 0.39
H 2.54 1.01 -4.98 0.36
H 1.35 3.08 -3.48 0.17
H 2.72 -0.08 -2.89 0.16
H 2.82 0.17 -1.18 0.23
```

Computed properties:
Strongest force on any atom in eV/Å: 1.09
Frontier orbital gap in eV: 7.24
Energy above the lowest of the compared OMol25 structures with the same formula, charge and spin in eV: 0.602

=====

(3)
Density functional theory data (ωB97M-V/def2-TZVPD) for 2 unconnected molecules or ions with the total composition C3H7NO3.

Geometry as XYZ:
```
14
Properties=species:S:1:pos:R:3:mulliken_charge:R:1
C 0.08 0.79 -2.30 -1.03
C -0.28 0.86 -0.85 0.62
O -0.73 1.90 -0.42 -0.58
N 0.05 -0.11 0.11 -0.13
C 0.73 -1.23 -0.22 -0.01
O 0.96 -2.20 0.47 -0.51
H 0.95 0.16 -2.51 0.33
H 0.61 1.73 -2.50 0.28
H -0.65 0.69 -3.09 0.26
H -0.20 0.35 1.01 0.47
H 0.81 -1.41 -1.29 0.32
O -0.63 0.03 2.74 -0.67
H -1.08 -0.71 2.31 0.32
H -1.21 0.42 3.39 0.31
```

Computed properties:
Strongest force on any atom in eV/Å: 2.73
Frontier orbital gap in eV: 10.81
Structure (SMILES): CC(=O)NC=O.O
Energy above the lowest of the compared OMol25 structures with the same formula, charge and spin in eV: 1.532

=====

(4)
Density functional theory data (ωB97M-V/def2-TZVPD) for a molecular structure, C22H34N5OP.

Geometry as XYZ:
```
63
Properties=species:S:1:pos:R:3:mulliken_charge:R:1
C 3.84 0.71 2.24 -0.92
C 3.38 -0.37 1.09 0.20
C 4.44 -1.63 0.90 -0.93
N 2.23 -0.27 0.40 0.06
P 2.16 1.16 -0.63 0.04
C 3.47 1.08 -2.06 -0.64
C 4.17 -0.37 -2.22 -0.06
N 3.78 -1.37 -3.02 -0.62
C 0.46 1.22 -1.53 -0.42
O -0.25 -0.04 -1.58 -0.38
C -1.04 -0.34 -0.42 0.65
C -1.94 0.76 0.36 -0.12
C -2.86 0.47 1.62 0.41
C -3.75 1.68 2.28 -0.94
C -2.93 -1.02 2.18 -0.70
C -2.06 -2.12 1.43 -0.53
C -1.11 -1.83 0.14 0.23
C -0.39 -3.14 -0.46 0.38
C -1.45 -4.05 -1.34 -1.09
C 1.00 -2.91 -1.24 -0.89
H 4.22 0.05 3.13 0.26
H 4.68 1.34 1.77 0.28
H 2.90 1.31 2.55 0.32
H 5.55 -1.25 0.88 0.32
H 4.32 -2.43 1.73 0.28
H 4.28 -2.18 -0.11 0.22
H 4.23 1.96 -2.01 0.40
H 2.86 1.27 -3.05 0.27
H 5.15 -0.54 -1.61 0.31
H 4.49 -2.13 -2.88 0.28
H 0.73 1.49 -2.64 0.26
H -0.14 2.13 -1.14 0.25
H -1.94 1.85 -0.04 -0.24
H -3.17 2.67 2.37 0.29
H -4.61 1.90 1.50 0.17
H -4.30 1.35 3.25 0.29
H -3.60 -1.31 3.06 0.24
H -2.15 -3.21 1.84 0.20
H -0.13 -3.82 0.47 0.28
H -1.37 -5.15 -0.95 0.25
H -1.15 -3.99 -2.45 0.33
H -2.52 -3.66 -1.11 0.34
H 0.96 -2.20 -2.15 0.24
H 1.30 -3.96 -1.69 0.42
H 1.82 -2.67 -0.47 -0.10
C 7.09 -2.37 4.35 -0.82
C 6.93 -0.96 3.84 0.43
N 6.79 0.17 3.42 -0.43
H 6.85 -3.08 3.56 0.25
H 8.12 -2.53 4.67 0.32
H 6.42 -2.53 5.19 0.27
C -4.48 3.03 -2.17 -0.59
C -3.73 3.46 -0.93 0.46
N -3.13 3.81 0.06 -0.57
H -5.07 3.86 -2.55 0.22
H -3.77 2.71 -2.94 0.33
H -5.14 2.20 -1.93 0.28
C -8.87 4.52 -2.11 -0.81
C -7.52 3.86 -2.26 0.47
N -6.43 3.33 -2.37 -0.57
H -8.80 5.58 -2.38 0.27
H -9.60 4.03 -2.77 0.27
H -9.22 4.44 -1.08 0.27
```

Computed properties:
Strongest force on any atom in eV/Å: 15.58
Frontier orbital gap in eV: 7.11

=====

(5)
Density functional theory data (ωB97M-V/def2-TZVPD) for 2 unconnected molecules or ions with the total composition C7H16N2OS.

Geometry as XYZ:
```
27
Properties=species:S:1:pos:R:3:mulliken_charge:R:1
C 3.23 2.28 -0.25 -0.61
C 2.10 1.86 0.35 -0.36
C 2.26 -1.29 0.23 -1.85
C -0.82 -2.51 0.13 -1.26
C 0.98 0.87 -0.14 -0.23
C 0.87 -0.59 0.32 0.92
C -0.13 -1.50 -0.42 -0.01
N -2.85 1.63 -0.94 -0.72
N -3.42 -0.84 -0.58 -0.53
O -3.46 0.72 1.36 -0.57
S -2.49 0.49 -0.01 0.75
H 3.79 3.23 0.19 0.21
H 3.65 1.85 -1.19 0.28
H 1.64 2.40 1.22 0.20
H 2.95 -0.62 0.45 0.65
H 2.43 -2.20 0.85 0.30
H 2.39 -1.55 -0.74 0.48
H -1.36 -3.22 -0.47 0.44
H -0.92 -2.80 1.23 0.27
H -3.45 1.60 1.56 0.32
H -0.06 1.24 0.06 -0.18
H 1.15 1.03 -1.27 0.28
H 0.79 -0.46 1.47 0.16
H 0.11 -1.32 -1.51 0.24
H -1.99 2.07 -1.35 0.28
H -4.40 -0.69 -0.35 0.29
H -3.00 -1.67 -0.20 0.22
```

Computed properties:
Strongest force on any atom in eV/Å: 4.63
Frontier orbital gap in eV: 9.90
Energy above the lowest of the compared OMol25 structures with the same formula, charge and spin in eV: 3.217

=====

(6)
Density functional theory data (ωB97M-V/def2-TZVPD) for a molecular structure, H16LiO8.

Geometry as XYZ:
```
25
Properties=species:S:1:pos:R:3:mulliken_charge:R:1
Li -0.41 0.04 -0.01 0.91
O -1.89 0.27 1.89 -0.53
H -2.77 0.37 1.52 0.29
H -1.86 -0.49 2.41 0.28
O 0.69 -0.13 -1.83 -0.46
H 1.11 -1.01 -1.83 0.20
H 0.36 -0.02 -2.69 0.25
O -2.22 -0.36 -1.21 -0.56
H -3.04 -0.21 -0.76 0.27
H -2.12 -1.30 -1.42 0.31
O -0.87 2.02 -0.30 -0.52
H -0.36 2.61 0.24 0.29
H -1.77 2.35 -0.34 0.25
O -0.46 -2.16 0.63 -0.58
H -0.34 -2.32 1.57 0.30
H -1.40 -2.24 0.47 0.30
O 1.32 0.14 1.32 -0.61
H 1.45 0.93 1.84 0.26
H 1.20 -0.55 1.98 0.28
O 3.11 -1.34 -0.03 -0.61
H 2.41 -0.76 0.36 0.39
H 2.63 -1.96 -0.61 0.29
O 1.81 2.36 -1.20 -0.60
H 1.25 1.72 -1.65 0.34
H 2.17 2.07 -0.37 0.26
```

Computed properties:
Net charge: +1
Strongest force on any atom in eV/Å: 2.80
Frontier orbital gap in eV: 9.97
Energy above the lowest of the compared OMol25 structures with the same formula, charge and spin in eV: 1.134